# C4H10O2

A single C4H10O2 molecule (ωB97M-V/def2-TZVPD, OMol25).

Values from the calculation:
SMILES: C[C@@H](O)[C@@H](C)O
HOMO in eV: -9.948
Relative energy (zero: lowest compared OMol25 entry of this formula, charge and spin) in kJ/mol: 63.88

Geometry (Å):
O  1.799  -0.335  -0.557
O  -0.353  -1.696  -0.382
C  0.787  0.392  0.103
C  -1.505  0.331  -1.084
C  -0.596  -0.323  -0.058
C  1.131  0.531  1.586
H  -0.737  -1.881  -1.247
H  -2.426  -0.251  -1.212
H  1.401  -1.201  -0.747
H  -1.794  1.336  -0.759
H  -1.104  -0.324  0.914
H  1.019  -0.455  2.050
H  -0.998  0.420  -2.052
H  0.737  1.373  -0.393
H  0.473  1.233  2.116
H  2.167  0.852  1.724

Atoms 1-3, force components in eV/Å:
O -0.0514 -0.1137 -0.2235
O -0.1774 -0.1099 -0.1757
C -0.1921 0.1870 0.1805

Löwdin atomic charge list, values in e, 5 entries: -0.04, -0.05, -0.40, -0.05, -0.38

# C2Cl2N2P

2 unconnected molecules or ions with the total composition C2Cl2N2P in a non-equilibrium geometry (ωB97M-V/def2-TZVPD, OMol25).

Values from the calculation:
HOMO (spin up / spin down) in eV: -16.897 / -16.898
Total charge: +1
Relative energy (zero: lowest compared OMol25 entry of this formula, charge and spin) in kJ/mol: 72.53

Geometry (Å):
Cl  -1.297  1.750  -1.166
Cl  -2.114  -0.402  1.258
P  -0.705  0.277  0.056
N  -0.244  -1.994  -1.753
N  2.777  0.786  1.683
C  -0.283  -1.066  -1.116
C  1.866  0.648  1.037

Atoms 1-3, force components in eV/Å:
Cl 0.5026 -0.8985 1.3350
Cl 1.0464 0.5931 -0.5113
P 2.1135 -0.6267 -1.4619

Löwdin atomic charge list, values in e, 5 entries: 0.46, 0.50, 0.24, 0.20, 0.10

# C24H46BN7O5P

2 unconnected molecules or ions with the total composition C24H46BN7O5P in a non-equilibrium geometry (ωB97M-V/def2-TZVPD, OMol25).

Values from the calculation:
HOMO in eV: -10.110
Total charge: +1

Geometry (Å):
P  2.401  1.787  -0.315
O  -2.942  -2.086  4.106
O  -1.655  -0.721  5.848
O  1.908  3.090  -1.333
O  -0.485  5.203  1.337
O  3.691  2.394  0.606
N  -0.185  2.264  0.756
N  2.768  0.545  -1.256
N  3.242  1.401  3.403
N  4.839  -0.114  2.194
N  3.662  -0.848  4.142
N  0.459  -3.015  -4.074
N  0.003  -0.135  2.849
C  -0.458  -2.461  -5.153
C  -0.065  4.924  2.698
C  -1.719  -4.609  -5.292
C  -1.254  1.910  1.649
C  1.754  -3.532  -4.695
C  -0.225  -1.047  -2.492
C  -2.413  0.421  3.539
C  -0.225  -4.150  -3.307
C  -0.989  -3.538  -6.084
C  1.022  0.263  1.933
C  0.894  -1.905  -3.089
C  1.498  4.523  2.802
C  2.387  -0.617  1.969
C  -1.947  5.271  1.269
C  -0.803  -5.212  -4.236
C  -1.134  0.725  2.640
C  3.534  0.025  2.908
C  -2.606  4.005  0.506
C  -4.397  -1.922  4.045
C  -2.579  2.777  1.552
C  0.958  1.417  0.883
C  -3.831  2.501  2.422
C  -3.722  1.288  3.443
C  -0.596  0.188  -3.315
B  -2.331  -0.848  4.583
H  -1.026  -3.706  -2.712
H  -0.001  -5.775  -4.721
H  3.963  -1.772  3.795
H  1.644  3.387  2.682
H  2.400  -3.888  -3.890
H  -2.283  -0.428  6.546
H  0.148  -0.671  -1.533
H  1.485  2.714  -2.138
H  1.614  -1.273  -3.616
H  -2.283  6.241  0.758
H  -1.991  3.783  -0.447
H  -1.163  -0.051  -4.214
H  3.106  1.349  4.421
H  -4.887  -2.886  4.407
H  -2.323  5.265  2.362
H  0.295  0.746  -3.612
H  -4.757  3.156  2.305
H  -1.121  -1.628  -2.259
H  -4.665  -1.031  4.724
H  -1.317  -2.024  -4.644
H  -4.661  1.064  4.067
H  4.774  0.170  1.208
H  -3.675  4.232  0.151
H  -0.195  5.903  3.291
H  -0.656  4.092  3.214
H  2.786  -0.862  0.928
H  2.760  -0.900  4.636
H  1.536  -4.346  -5.383
H  -2.598  -4.172  -4.804
H  -2.085  -5.392  -5.963
H  2.166  -0.254  -1.012
H  0.514  -4.583  -2.629
H  -4.736  -1.674  2.967
H  -1.682  -3.082  -6.797
H  5.606  0.354  2.692
H  1.900  4.769  3.860
H  2.157  5.091  2.052
H  1.423  -2.422  -2.283
H  4.005  2.051  3.149
H  -0.185  -3.982  -6.679
H  -1.226  0.851  -2.716
H  2.230  -2.709  -5.229
H  -1.365  -5.937  -3.639
H  0.091  -1.687  -5.694
H  2.094  -1.626  2.452
H  3.725  3.379  0.502

Atoms 1-3, force components in eV/Å:
P -0.3321 0.3276 -1.3121
O 0.1248 2.0467 1.3572
O -1.9225 -0.1486 -1.5758

Löwdin atomic charge list, values in e, 5 entries: 0.69, -0.06, 0.10, -0.21, -0.20